## one
{"formula": "C36H85N", "method": "ωB97M-V/def2-TZVPD", "smiles": "CCN(CC)CC.CCCCCC.CCCCCC.CCCCCC.CCCCCC.CCCCCC", "homo_energy_ev": -8.0, "orbital_gap_ev": 8.78, "elements": ["C", "C", "N", "C", "C", "C", "C", "H", "H", "H", "H", "H", "H", "H", "H", "H", "H", "H", "H", "H", "H", "H", "C", "C", "C", "C", "C", "C", "H", "H", "H", "H", "H", "H", "H", "H", "H", "H", "H", "H", "H", "H", "C", "C", "C", "C", "C", "C", "H", "H", "H", "H", "H", "H", "H", "H", "H", "H", "H", "H", "H", "H", "C", "C", "C", "C", "C", "C", "H", "H", "H", "H", "H", "H", "H", "H", "H", "H", "H", "H", "H", "H", "C", "C", "C", "C", "C", "C", "H", "H", "H", "H", "H", "H", "H", "H", "H", "H", "H", "H", "H", "H", "C", "C", "C", "C", "C", "C", "H", "H", "H", "H", "H", "H", "H", "H", "H", "H", "H", "H", "H", "H"], "coordinates": [[9.325, -113.919, 118.346], [9.007, -112.808, 117.185], [8.023, -113.130, 116.164], [7.390, -111.935, 115.649], [8.319, -111.033, 115.037], [8.410, -114.152, 115.216], [7.247, -115.003, 114.785], [9.951, -113.265, 119.101], [9.344, -114.977, 118.334], [8.341, -114.075, 119.008], [9.927, -112.606, 116.717], [8.702, -112.050, 117.807], [6.788, -111.317, 116.362], [6.402, -112.349, 115.012], [8.650, -111.402, 114.093], [9.019, -110.703, 115.617], [7.891, -110.199, 114.551], [9.123, -114.930, 115.743], [8.845, -113.671, 114.352], [6.362, -114.470, 114.446], [6.922, -115.674, 115.715], [7.662, -115.822, 114.323], [10.449, -109.597, 119.895], [9.064, -109.985, 120.261], [7.916, -109.331, 119.362], [6.568, -109.854, 119.962], [5.395, -109.021, 119.397], [5.283, -109.248, 117.880], [10.526, -108.446, 120.035], [10.421, -109.903, 118.871], [11.100, -110.183, 120.606], [8.635, -109.984, 121.388], [9.029, -111.015, 120.106], [8.089, -109.440, 118.342], [8.125, -108.266, 119.447], [6.715, -109.645, 120.967], [6.241, -110.700, 119.803], [5.553, -107.871, 119.666], [4.332, -109.333, 119.666], [4.373, -109.024, 117.433], [5.430, -110.207, 117.497], [5.949, -108.610, 117.273], [10.645, -116.106, 125.571], [9.393, -116.541, 124.800], [9.531, -116.369, 123.304], [8.405, -116.934, 122.376], [8.391, -116.456, 120.959], [7.055, -116.805, 120.140], [11.513, -116.825, 125.285], [10.552, -116.160, 126.622], [10.606, -115.120, 125.202], [8.466, -116.038, 124.935], [9.067, -117.643, 125.077], [10.601, -116.783, 122.958], [9.578, -115.225, 123.065], [7.455, -116.754, 122.703], [8.419, -117.917, 122.381], [9.115, -117.260, 120.362], [8.699, -115.477, 120.919], [7.044, -116.428, 119.126], [6.264, -116.230, 120.760], [6.942, -118.007, 120.180], [12.512, -115.783, 120.431], [12.885, -114.363, 120.110], [12.127, -113.314, 121.135], [12.594, -113.464, 122.632], [12.018, -112.300, 123.463], [12.534, -112.320, 124.855], [12.730, -116.166, 121.332], [12.784, -116.656, 119.643], [11.405, -115.841, 120.549], [12.686, -114.169, 119.119], [13.946, -114.372, 120.305], [10.963, -113.619, 121.427], [12.227, -112.373, 120.855], [13.621, -113.698, 122.570], [12.304, -114.299, 122.934], [10.930, -112.245, 123.639], [12.339, -111.389, 123.007], [13.626, -112.233, 124.850], [12.289, -113.358, 125.469], [12.184, -111.352, 125.382], [11.784, -116.186, 116.063], [13.179, -116.121, 115.331], [13.142, -115.436, 113.911], [12.673, -113.937, 113.930], [12.754, -113.413, 112.478], [12.535, -111.853, 112.437], [11.012, -116.579, 115.362], [11.648, -115.191, 116.215], [11.840, -116.994, 116.867], [13.739, -116.987, 115.552], [13.848, -115.594, 116.083], [12.374, -116.044, 113.402], [14.029, -115.317, 113.278], [13.255, -113.464, 114.757], [11.558, -114.098, 114.071], [12.108, -113.875, 111.720], [13.723, -113.430, 112.120], [11.422, -111.619, 112.923], [12.577, -111.602, 111.610], [13.511, -111.352, 113.068], [12.458, -110.636, 116.279], [13.550, -111.434, 117.010], [13.860, -110.910, 118.333], [14.333, -109.451, 118.602], [14.626, -109.235, 120.198], [14.525, -107.778, 120.645], [12.773, -109.665, 116.049], [11.598, -110.595, 116.860], [12.286, -111.036, 115.302], [14.487, -111.433, 116.423], [13.314, -112.543, 117.275], [14.689, -111.508, 118.604], [13.080, -111.133, 118.851], [13.587, -108.638, 118.447], [15.218, -109.151, 118.073], [15.804, -109.460, 120.310], [13.889, -109.810, 120.604], [13.629, -107.312, 120.662], [15.169, -107.033, 120.112], [15.037, -107.672, 121.726]]}

=====

## two
{"formula": "C36H85N", "method": "ωB97M-V/def2-TZVPD", "smiles": "CCN(CC)CC.CCCCCC.CCCCCC.CCCCCC.CCCCCC.CCCCCC", "homo_energy_ev": -8.2, "orbital_gap_ev": 8.93, "elements": ["C", "C", "N", "C", "C", "C", "C", "H", "H", "H", "H", "H", "H", "H", "H", "H", "H", "H", "H", "H", "H", "H", "C", "C", "C", "C", "C", "C", "H", "H", "H", "H", "H", "H", "H", "H", "H", "H", "H", "H", "H", "H", "C", "C", "C", "C", "C", "C", "H", "H", "H", "H", "H", "H", "H", "H", "H", "H", "H", "H", "H", "H", "C", "C", "C", "C", "C", "C", "H", "H", "H", "H", "H", "H", "H", "H", "H", "H", "H", "H", "H", "H", "C", "C", "C", "C", "C", "C", "H", "H", "H", "H", "H", "H", "H", "H", "H", "H", "H", "H", "H", "H", "C", "C", "C", "C", "C", "C", "H", "H", "H", "H", "H", "H", "H", "H", "H", "H", "H", "H", "H", "H"], "coordinates": [[0.274, 3.736, -2.517], [-0.737, 3.242, -1.387], [-1.210, 4.377, -0.593], [-2.540, 4.278, 0.207], [-2.660, 2.926, 0.952], [-0.218, 4.950, 0.282], [0.038, 6.397, -0.160], [-0.371, 4.540, -2.969], [0.680, 2.774, -3.274], [1.083, 4.291, -1.902], [-0.235, 2.411, -1.066], [-1.626, 2.752, -1.852], [-3.376, 4.216, -0.269], [-2.524, 5.256, 0.777], [-1.775, 3.142, 1.625], [-2.766, 1.974, 0.614], [-3.500, 3.012, 1.517], [0.651, 4.588, 0.004], [-0.387, 5.060, 1.513], [0.659, 6.349, -0.982], [0.347, 6.835, 0.670], [-0.842, 7.078, -0.581], [-5.856, 0.391, -4.803], [-5.717, 1.358, -3.708], [-4.812, 1.079, -2.545], [-5.242, -0.069, -1.744], [-4.375, -0.441, -0.660], [-2.838, -0.792, -0.826], [-4.866, 0.113, -5.129], [-6.572, 0.751, -5.612], [-6.447, -0.462, -4.504], [-6.652, 1.621, -3.392], [-5.115, 2.294, -4.036], [-4.647, 1.849, -1.833], [-3.785, 0.884, -3.046], [-5.370, -0.999, -2.380], [-6.263, 0.375, -1.428], [-4.950, -1.109, -0.186], [-4.305, 0.511, 0.216], [-2.463, -0.772, 0.182], [-2.397, -0.011, -1.482], [-2.647, -1.802, -1.226], [-0.930, -1.472, 4.825], [0.250, -2.190, 5.635], [1.603, -1.641, 5.031], [1.986, -2.514, 3.878], [3.319, -1.911, 3.343], [3.646, -2.506, 1.899], [-1.980, -1.873, 5.041], [-0.949, -1.709, 3.641], [-0.886, -0.429, 4.942], [0.005, -3.280, 5.790], [0.194, -1.666, 6.623], [2.305, -1.783, 5.766], [1.546, -0.628, 4.704], [1.270, -2.381, 3.070], [2.136, -3.608, 4.038], [4.173, -2.156, 3.982], [3.338, -0.862, 3.487], [2.971, -2.274, 1.051], [3.926, -3.427, 1.815], [4.567, -2.126, 1.470], [4.619, 2.457, 2.320], [4.418, 2.146, 0.701], [4.157, 3.367, -0.065], [4.175, 3.078, -1.558], [5.592, 3.014, -2.176], [5.469, 2.725, -3.619], [3.775, 2.834, 2.987], [5.338, 3.280, 2.159], [4.877, 1.519, 2.742], [3.639, 1.311, 0.588], [5.350, 1.554, 0.424], [5.044, 4.158, -0.008], [3.254, 3.801, 0.205], [3.757, 3.854, -1.970], [3.587, 2.387, -1.744], [6.187, 2.141, -1.815], [6.116, 3.805, -2.046], [4.798, 1.804, -3.722], [6.446, 2.386, -3.842], [5.203, 3.680, -4.095], [-4.376, -6.507, 1.204], [-4.347, -5.447, 0.103], [-2.829, -5.283, -0.513], [-1.729, -4.929, 0.391], [-0.262, -5.084, -0.061], [0.862, -4.757, 1.058], [-5.391, -6.688, 1.137], [-4.019, -6.256, 2.228], [-3.875, -7.442, 1.194], [-4.499, -4.403, 0.621], [-5.082, -5.625, -0.692], [-2.771, -4.516, -1.418], [-2.663, -6.135, -0.935], [-1.632, -5.464, 1.271], [-1.930, -3.806, 0.766], [-0.228, -4.420, -1.015], [-0.076, -5.958, -0.404], [0.526, -5.507, 1.940], [0.531, -3.658, 1.269], [1.885, -4.648, 0.428], [3.399, -1.512, -2.549], [2.029, -0.982, -2.913], [0.857, -0.838, -1.775], [1.272, 0.163, -0.551], [0.294, -0.066, 0.679], [0.610, 0.848, 1.948], [3.894, -1.613, -3.426], [3.438, -2.252, -2.112], [3.897, -0.810, -2.087], [1.704, -1.410, -3.808], [2.246, 0.050, -3.310], [0.838, -1.830, -1.560], [0.037, -0.517, -2.146], [1.245, 1.132, -0.784], [2.304, -0.144, -0.078], [0.400, -1.223, 0.937], [-0.645, 0.254, 0.591], [-0.175, 0.884, 2.721], [0.653, 1.799, 1.625], [1.644, 0.821, 2.060]]}

=====

Most stable structure - one; separation to the second - 56.6 kcal/mol.